The following is a DFT calculation (ωB97M-V/def2-TZVPD) of a 2-piece molecular cluster, C4H4O3 overall at a distorted geometry.

Last columns: bonded neighbours and bond lengths (Å).
Cartesian coordinates (Å):
1 C -1.064 0.014 0.650  O2 1.204, C6 1.511, H10 1.109
2 O -1.834 0.107 -0.271  C1 1.204
3 O -1.440 2.568 -2.063  C11 1.133
4 C 1.363 -0.835 -0.193  O5 1.426, C6 1.466, H8 1.090, H9 1.094
5 O 1.379 -0.365 1.153  C4 1.426, C6 1.410
6 C 0.162 -0.868 0.647  C1 1.511, C4 1.466, O5 1.410, H7 1.095
7 H -0.106 -1.857 1.034  C6 1.095
8 H 1.590 -0.076 -0.941  C4 1.090
9 H 1.856 -1.799 -0.351  C4 1.094
10 H -1.276 0.537 1.605  C1 1.109
11 C -0.630 2.574 -1.271  O3 1.133

Values from the calculation:
* HOMO: -10.2 eV
* Kohn-Sham gap: 10.9 eV
* 2S+1: 1
* energy: -10352.7822 eV
* total charge: 0

For each atom in turn, the Mulliken charge in e is: -0.2101, -0.4240, -0.1495, -0.2826, -0.4127, 0.2837, 0.2952, 0.2231, 0.2188, 0.3219, 0.1362